Below is a cluster of 2 separate species, C3H9NO in total at a distorted geometry, with properties calculated with ωB97M-V with the def2-TZVPD basis set.

Structure (XYZ):
```
14
Properties=species:S:1:pos:R:3:lowdin_charge:R:1
C -0.3766 -0.5803 -1.9102 0.02
C -1.0742 -0.0956 -0.8976 -0.30
O -1.9519 0.9278 -1.0223 0.00
H 0.4418 -1.2493 -1.6978 0.05
H -0.4779 -0.4290 -2.9716 0.06
H -0.8226 -0.5661 0.0426 0.08
H -2.8532 0.7475 -0.7441 0.10
C 1.8988 0.4812 1.4335 -0.18
N 1.2186 -0.7260 1.9667 -0.06
H 2.3161 0.9626 2.3273 0.06
H 1.2994 1.2120 0.9149 0.06
H 2.7538 0.2139 0.8186 0.06
H 0.4006 -1.0033 1.4466 0.01
H 1.8550 -1.4825 1.8515 0.04
```

The LUMO energy comes out at 0.81 eV. For the electronic energy, the calculation gives -6792.80758 eV. For the HOMO-LUMO gap, the calculation gives 10.1291 eV. Its HOMO energy is -0.342 Ha. The calculation puts the energy above the lowest of the compared OMol25 structures with the same formula, charge and spin at 216.9 kJ/mol. The calculation puts the largest force on an atom at 1.530 eV Å⁻¹.